10
Properties=species:S:1:pos:R:3:lowdin_charge:R:1 method="wB97M-V/def2-TZVPD" de_lowest_ev=3.410 total_charge=-1 homo_lumo_gap_ev=7.4 e_homo_ev=-4.2 total_energy_ha=-739.9499 multiplicity=1
O 0.11 -0.04 -0.30 -0.116
S 2.64 -0.90 0.63 0.644
H 1.85 -0.45 -1.32 -0.093
C -0.98 0.50 -0.29 -0.179
H 2.86 0.00 1.58 -0.169
O -3.09 -0.82 -0.62 -0.034
H -1.08 1.62 -0.49 0.139
C -2.25 -0.19 0.07 -0.697
C 2.10 0.16 -0.53 -0.488
O -2.16 0.12 1.27 -0.007